Record 1
{"formula": "C18H28Br2NO15", "method": "the ωB97M-V functional and the def2-TZVPD basis", "fmax_ev_per_a": 1.31, "total_charge": -1, "relative_energy_ev": 0.0000, "e_tot_ev": -191408.7318, "lumo_ev": 2.32, "species": ["N", "O", "O", "O", "Br", "C", "C", "Br", "H", "H", "H", "H", "C", "C", "C", "O", "C", "O", "O", "H", "H", "H", "H", "H", "H", "C", "C", "C", "O", "C", "O", "O", "H", "H", "H", "H", "H", "H", "C", "C", "C", "O", "C", "O", "O", "H", "H", "H", "H", "H", "H", "C", "C", "C", "O", "C", "O", "O", "H", "H", "H", "H", "H", "H"], "xyz": [[0.5831, 1.3012, 0.2253], [1.3993, 1.1378, 1.1493], [-0.4092, 0.5288, 0.1431], [0.8008, 2.1433, -0.6651], [-1.9603, 5.7732, -2.9808], [-0.7216, 4.3447, -2.4592], [0.0134, 3.8584, -3.6894], [-1.1829, 2.9507, -4.9521], [-1.3017, 3.5520, -2.0064], [0.0221, 4.7491, -1.7791], [0.7548, 3.1084, -3.4263], [0.4707, 4.6699, -4.2443], [3.0236, -3.8130, 1.1262], [3.9812, -2.9678, 0.3290], [3.8804, -3.1123, -1.1957], [3.7902, -1.7783, -1.6777], [3.6864, -0.9029, -0.6341], [3.6170, 0.2688, -0.7543], [3.6611, -1.5815, 0.5344], [3.2031, -3.6908, 2.1948], [3.1044, -4.8646, 0.8546], [2.0109, -3.4467, 0.9501], [5.0076, -3.0973, 0.6774], [2.9852, -3.6547, -1.5038], [4.7763, -3.6058, -1.5702], [0.4920, -2.0359, -1.9840], [-0.9417, -1.6793, -2.2797], [-1.1612, -0.2161, -2.7217], [-1.4081, -0.3148, -4.1157], [-1.6791, -1.5944, -4.4445], [-2.1063, -1.9483, -5.4935], [-1.3644, -2.4323, -3.4291], [0.5847, -3.1195, -1.8777], [0.8599, -1.5936, -1.0573], [1.1202, -1.6979, -2.8118], [-1.5737, -1.8989, -1.4188], [-0.2483, 0.3262, -2.4716], [-1.9841, 0.2562, -2.1910], [-3.0000, 2.6220, 2.0829], [-3.9813, 2.6910, 0.9440], [-3.7416, 1.7416, -0.2398], [-4.9616, 0.9955, -0.3434], [-5.8419, 1.3985, 0.5881], [-6.9378, 0.9608, 0.7259], [-5.3152, 2.3712, 1.3671], [-2.5469, 1.6442, 2.2546], [-3.5336, 2.8993, 2.9940], [-2.1733, 3.3112, 1.9133], [-4.0214, 3.7185, 0.5769], [-2.9307, 1.0269, -0.1040], [-3.5650, 2.3195, -1.1469], [0.4109, -1.5230, 2.5964], [1.5584, -0.9487, 3.3734], [1.2358, 0.2246, 4.2934], [1.9130, -0.0885, 5.5079], [2.3390, -1.3715, 5.4780], [2.8478, -1.9226, 6.4026], [2.1124, -1.9317, 4.2792], [-0.0540, -0.7429, 1.9866], [-0.3918, -1.8972, 3.2397], [0.7402, -2.2802, 1.8865], [2.3294, -0.6399, 2.6641], [0.1588, 0.3308, 4.4646], [1.5651, 1.1684, 3.8653]], "atomic_forces_ev_per_a": [[0.934, -0.538, -0.369], [-0.345, 0.345, 0.214], [-0.457, 0.206, -0.055], [-0.485, 0.117, 0.144], [0.098, -0.052, 0.334], [0.297, -0.005, -0.808], [-0.308, -0.330, -0.131], [0.160, 0.137, 0.155], [0.025, 0.011, 0.182], [-0.245, 0.078, 0.231], [0.008, 0.049, 0.175], [0.034, 0.049, 0.037], [-0.117, 0.248, 0.201], [-0.131, 0.340, 0.030], [-0.032, -0.108, 0.343], [0.297, 0.006, 0.035], [-0.068, -0.321, -0.126], [0.064, 0.139, -0.075], [0.080, 0.075, 0.081], [0.078, -0.109, -0.002], [-0.017, -0.038, 0.011], [0.032, -0.275, -0.224], [0.038, -0.106, -0.080], [0.036, -0.046, 0.012], [-0.090, 0.096, -0.322], [0.293, -0.162, -0.072], [-0.036, 0.413, 0.293], [0.788, -0.493, 0.919], [-0.214, -0.044, -0.135], [0.338, 0.049, 0.391], [-0.083, -0.107, -0.369], [-0.460, 0.116, 0.050], [-0.022, -0.011, -0.130], [-0.225, 0.272, -0.016], [0.107, -0.084, 0.084], [-0.127, -0.269, -0.190], [-0.161, 0.374, -0.476], [-0.162, 0.012, -0.251], [0.119, -0.142, 0.498], [0.163, 0.215, -0.403], [0.088, -0.058, 0.062], [-0.067, 0.141, -0.161], [0.192, 0.195, 0.187], [-0.213, -0.131, -0.038], [0.032, -0.324, -0.041], [-0.223, -0.140, -0.237], [0.174, 0.187, 0.017], [-0.044, 0.070, 0.021], [-0.041, 0.006, 0.041], [0.129, 0.180, 0.183], [-0.146, -0.222, -0.165], [-0.741, 0.329, -0.120], [0.145, 0.205, -0.585], [-0.588, 0.070, -0.505], [0.036, 0.017, 0.077], [-0.081, 0.140, -0.158], [0.114, -0.121, 0.164], [0.026, 0.091, 0.136], [0.295, 0.096, 0.007], [0.272, -0.264, 0.116], [-0.056, -0.114, 0.260], [0.109, -0.191, 0.143], [0.074, -0.227, 0.247], [0.310, -0.045, 0.165]]}

=====

Record 2
{"formula": "C3H2N4O", "method": "the ωB97M-V functional and the def2-TZVPD basis", "smiles": "O=c1nnccnn1", "fmax_ev_per_a": 2.68, "relative_energy_ev": 2.2329, "e_tot_ev": -11147.0392, "lumo_ev": -1.41, "species": ["C", "C", "C", "H", "H", "N", "N", "N", "N", "O"], "xyz": [[-1.5269, 0.0406, -0.1737], [1.0156, 0.6204, 0.2347], [0.9176, -0.7094, 0.3292], [1.9040, 1.1542, 0.5971], [1.7206, -1.2894, 0.8105], [-0.9856, 1.2757, -0.6340], [0.2193, 1.4873, -0.4907], [0.1389, -1.4619, -0.5109], [-1.0121, -1.1034, -0.8313], [-2.3913, -0.0142, 0.6690]], "atomic_forces_ev_per_a": [[-1.178, 0.422, 2.375], [1.066, 1.044, 0.357], [1.354, -0.608, 0.189], [-0.403, -0.491, 0.165], [-0.510, 0.405, -0.136], [-0.964, -0.647, -1.212], [0.541, 0.589, 0.267], [-1.036, -0.461, -0.261], [0.245, -0.199, -0.631], [0.884, -0.053, -1.113]]}

=====

Record 3
{"formula": "C4H8NS", "method": "the ωB97M-V functional and the def2-TZVPD basis", "fmax_ev_per_a": 4.66, "total_charge": 1, "relative_energy_ev": 2.7734, "e_tot_ev": -16589.6079, "lumo_ev": [-3.71, -6.73], "s2": 2.004, "multiplicity": 3, "species": ["C", "C", "C", "C", "N", "S", "H", "H", "H", "H", "H", "H", "H", "H"], "xyz": [[0.4573, 0.9303, 1.0880], [-0.9110, -1.3178, -0.5881], [0.0123, -0.0954, -0.7896], [-0.8619, 0.8359, 0.0534], [1.1951, 0.0722, 0.0823], [-2.0747, -0.4201, 0.4682], [0.8623, 1.8833, 1.3620], [0.2587, 0.3435, 1.9651], [-1.4173, -1.8021, -1.4172], [-0.3184, -2.1998, -0.1033], [0.3782, 0.2119, -1.7978], [-1.3259, 1.8027, -0.4436], [2.0200, 0.6210, -0.2978], [1.7253, -0.8655, 0.4185]], "atomic_forces_ev_per_a": [[-2.646, -0.983, -0.937], [3.404, -1.955, 0.172], [0.007, 0.574, -2.834], [2.791, 3.640, -0.824], [3.815, -1.358, 1.529], [-3.399, -1.090, 2.162], [0.520, 0.358, -0.350], [-0.088, -0.132, 0.589], [0.039, 0.272, -0.519], [-1.296, 1.324, -0.355], [-0.950, -0.550, 0.475], [1.073, -1.804, 1.416], [-1.451, -0.702, -0.095], [-1.817, 2.406, -0.429]]}

=====

Record 4
{"formula": "C24H41NO11P2", "method": "the ωB97M-V functional and the def2-TZVPD basis", "smiles": "Cc1ccccc1CC1=C(N)C(=O)OC1=O.CCOP(=O)(OCC)OCC.CCOP(=O)(OCC)OCC", "fmax_ev_per_a": 8.50, "e_tot_ev": -68142.3582, "lumo_ev": -0.92, "species": ["C", "C", "C", "C", "C", "C", "C", "C", "C", "C", "N", "C", "O", "O", "C", "O", "H", "H", "H", "H", "H", "H", "H", "H", "H", "H", "H", "O", "P", "O", "C", "C", "O", "C", "C", "O", "C", "C", "H", "H", "H", "H", "H", "H", "H", "H", "H", "H", "H", "H", "H", "H", "H", "O", "P", "O", "C", "C", "O", "C", "C", "O", "C", "C", "H", "H", "H", "H", "H", "H", "H", "H", "H", "H", "H", "H", "H", "H", "H"], "xyz": [[-3.7334, 3.0803, -0.4173], [-4.1585, 1.5823, -0.5841], [-4.8289, 1.2145, -1.8358], [-5.2123, -0.1774, -2.0521], [-4.9757, -1.1973, -1.0302], [-4.3099, -0.8459, 0.2239], [-3.9081, 0.5461, 0.4217], [-3.1515, 0.8761, 1.7613], [-1.7348, 1.4213, 1.3351], [-0.9150, 0.8720, 0.3881], [-1.0587, -0.2535, -0.4612], [0.3343, 1.8113, 0.4351], [1.4341, 1.5739, 0.0468], [-0.0202, 3.0072, 1.0725], [-1.0780, 2.6953, 1.9399], [-1.4678, 3.2560, 2.9085], [-4.0557, 3.6644, -1.3123], [-2.6199, 3.1656, -0.3394], [-4.2149, 3.5335, 0.4927], [-5.0213, 2.0106, -2.5978], [-5.6947, -0.4989, -3.0042], [-5.3044, -2.2501, -1.2016], [-4.0834, -1.5854, 1.0220], [-3.7058, 1.6163, 2.3919], [-2.9712, -0.0573, 2.3560], [-0.2765, -0.2118, -1.1307], [-1.8954, -0.2029, -1.0500], [-3.4797, -7.5242, -1.2177], [-2.9807, -6.3670, -0.3839], [-1.4894, -6.9709, 0.0240], [-0.6790, -7.6483, -0.9306], [0.3632, -6.7204, -1.5260], [-3.7944, -6.7090, 1.0026], [-4.9674, -7.5174, 0.9867], [-4.6189, -8.9563, 1.3139], [-2.5854, -4.9201, 0.3746], [-1.5860, -4.0660, -0.1622], [-1.9293, -3.5719, -1.5506], [-1.2702, -8.0964, -1.7305], [-0.1786, -8.4632, -0.4028], [-0.1121, -5.9128, -2.0893], [1.0235, -7.2653, -2.2033], [0.9708, -6.2632, -0.7422], [-5.4908, -7.4363, 0.0336], [-5.6428, -7.1253, 1.7520], [-3.8424, -9.3450, 0.6533], [-5.4992, -9.5972, 1.2300], [-4.2305, -9.0290, 2.3323], [-0.6142, -4.5611, -0.1384], [-1.5091, -3.2088, 0.5113], [-2.0699, -4.4054, -2.2482], [-1.1367, -2.9274, -1.9339], [-2.8631, -3.0058, -1.5338], [5.1783, 7.0654, 0.9031], [5.6023, 5.8921, 0.0499], [5.2956, 4.6684, 1.1262], [4.1154, 4.6624, 1.9244], [3.0434, 3.7817, 1.3111], [7.2278, 6.0283, 0.2564], [7.8177, 7.2630, 0.6505], [8.0323, 7.2878, 2.1513], [5.9905, 4.7464, -1.1168], [4.9913, 3.8976, -1.6614], [3.8981, 4.6667, -2.3726], [3.7187, 5.6662, 2.0836], [4.3943, 4.2659, 2.9034], [2.7236, 4.1775, 0.3436], [2.1704, 3.7264, 1.9611], [3.4172, 2.7705, 1.1460], [7.2209, 8.1116, 0.3147], [8.7845, 7.3374, 0.1450], [7.1098, 7.0803, 2.6956], [8.4141, 8.2595, 2.4725], [8.7497, 6.5174, 2.4435], [4.5865, 3.2462, -0.8855], [5.4922, 3.2437, -2.3795], [3.4065, 5.3751, -1.6970], [3.1447, 3.9840, -2.7688], [4.3142, 5.2461, -3.1997]], "atomic_forces_ev_per_a": [[-0.228, -0.692, 0.155], [-0.598, -1.086, -0.789], [0.560, -1.725, 1.690], [0.676, 0.245, 1.495], [0.637, 1.669, 0.480], [-0.564, 1.990, -2.065], [-0.625, -0.625, -0.309], [1.024, 0.391, -1.194], [-0.371, -0.609, 0.112], [-0.381, 1.893, 1.291], [1.166, 1.342, -0.394], [-0.808, -1.242, -0.540], [-0.533, 0.354, -0.178], [0.379, -0.337, 1.146], [-1.736, -2.574, -1.591], [0.873, 0.700, -0.431], [0.197, -0.498, 0.729], [-0.975, 0.017, 0.025], [0.582, -0.404, -0.797], [0.174, -0.965, 0.749], [0.419, 0.438, 0.910], [0.325, 1.075, 0.095], [-0.298, 0.546, -0.809], [0.593, -0.554, -0.554], [-0.401, 0.778, -0.520], [-0.217, -0.322, 0.493], [-0.119, -0.019, 0.688], [-0.384, 3.178, -2.362], [1.809, -4.819, 6.760], [-0.030, 0.832, -1.053], [0.383, -0.286, -0.134], [0.000, 0.150, 0.076], [-0.389, 1.049, -0.610], [-0.157, -0.365, 0.101], [0.127, -0.132, 0.083], [-1.349, 0.146, -2.761], [0.459, 0.489, -0.112], [-0.183, 0.020, -0.025], [-0.198, 0.041, 0.151], [-0.087, 0.040, 0.095], [0.017, -0.045, -0.060], [-0.038, -0.002, 0.018], [0.012, -0.066, -0.023], [0.141, -0.081, -0.029], [0.162, 0.121, 0.012], [-0.121, 0.098, -0.132], [0.015, 0.035, 0.024], [-0.086, 0.031, -0.014], [-0.077, -0.197, -0.061], [-0.189, -0.112, 0.070], [0.128, -0.029, -0.015], [-0.016, -0.059, -0.029], [0.069, 0.028, 0.016], [-2.077, 0.406, -3.364], [5.344, -3.133, 5.823], [-0.915, 0.288, -0.906], [-0.362, -0.179, 0.363], [0.300, 0.035, 0.017], [-0.397, 0.272, -1.163], [0.173, 0.185, 0.291], [0.022, -0.096, 0.176], [-1.792, 2.343, -0.856], [-0.368, -0.457, -0.278], [0.077, 0.138, -0.090], [0.243, 0.087, -0.081], [0.134, 0.018, -0.054], [-0.086, -0.002, 0.043], [0.063, 0.054, -0.017], [-0.023, 0.045, 0.046], [-0.085, -0.074, 0.119], [-0.072, -0.175, -0.062], [-0.066, 0.128, -0.146], [0.013, -0.033, -0.025], [0.026, 0.066, -0.058], [-0.023, 0.158, 0.148], [0.196, 0.166, 0.078], [-0.071, -0.088, 0.056], [-0.017, 0.046, 0.049], [-0.011, -0.052, 0.015]]}